{"formula": "C34H56N3OP2Pt", "method": "wB97M-V/def2-TZVPD", "elements": ["H", "C", "H", "H", "H", "H", "H", "C", "C", "H", "H", "H", "H", "H", "C", "C", "C", "C", "H", "H", "C", "Pt", "H", "C", "H", "H", "H", "N", "H", "H", "H", "H", "H", "C", "H", "N", "H", "H", "H", "H", "H", "H", "H", "C", "H", "H", "C", "H", "C", "H", "C", "H", "H", "H", "H", "H", "C", "H", "P", "C", "C", "H", "H", "C", "C", "H", "H", "O", "C", "C", "C", "H", "C", "H", "C", "H", "C", "C", "H", "H", "H", "H", "H", "H", "N", "P", "C", "H", "C", "C", "C", "C", "C", "H", "H", "C", "C"], "xyz": [[4.9405, -2.0769, -3.0003], [0.4345, -2.6072, -3.5161], [-3.0994, -0.7393, -1.5058], [1.3133, -2.0241, -3.2089], [-2.9453, -1.8257, -3.0139], [-4.5942, 0.5870, -0.1188], [3.2155, -0.4321, -2.3807], [0.8056, -1.0968, 2.8559], [3.3214, -3.7961, -0.5525], [1.1699, 1.1115, 5.1022], [-5.6091, 2.0079, -0.5322], [5.1479, -0.6482, 2.0527], [0.6967, -1.0456, 3.9600], [-4.0498, -1.8151, 0.6744], [0.6060, 1.8251, 3.1058], [4.0799, -0.6751, 1.7712], [3.3412, 0.3850, 2.6051], [3.2775, -1.3800, -1.8532], [0.6399, -0.1494, -4.7259], [4.0111, -0.4826, 0.6913], [-2.0111, -1.1450, 0.3264], [0.7451, -0.0254, -0.1052], [0.9472, 1.8893, -3.2375], [0.7668, 3.1507, 2.3363], [3.2840, -4.7220, 0.0195], [-0.5107, 0.9132, -5.5501], [1.8245, 3.3849, 2.0819], [2.3975, -1.6165, -0.8690], [3.3200, 0.8491, 4.7614], [0.1883, 3.1430, 1.4033], [-0.8215, -4.2787, -1.8410], [-3.5004, -2.9988, 2.7999], [0.6797, -3.6742, -3.3980], [-0.1374, 2.0308, -3.1964], [-2.8735, 3.0402, 1.8761], [-0.7817, -0.9619, 0.9764], [1.5124, -1.9274, 2.6647], [-1.0134, -0.7109, -5.0978], [3.7106, -1.6908, 1.9712], [-1.0227, 0.6356, 3.9330], [-2.4941, 1.7443, -4.4343], [-4.2885, 4.0571, -1.5078], [-2.7176, 1.6028, -2.6469], [-0.5388, -1.4288, 2.2008], [-1.3767, 2.3468, 3.7194], [-3.0214, 0.2154, -3.7468], [-2.1442, -0.6160, -1.0017], [1.6181, -2.9785, 0.5268], [-3.4881, 2.4350, -0.1451], [-1.7337, -3.1432, -0.8461], [3.5235, 0.0120, 4.0858], [2.1972, 2.4598, 4.4982], [0.5462, 2.7645, 5.0196], [2.9069, -0.8448, 4.3828], [-0.4214, 2.7512, -3.9864], [-2.4564, -3.4970, -3.2586], [-3.0268, -1.7635, 1.0940], [-1.3667, 1.2683, 2.3110], [-0.6425, -0.5283, -2.0002], [-2.7505, -2.3767, 2.2813], [-2.1355, 1.8220, -0.3099], [-0.3917, 2.4932, -2.2402], [4.9706, -4.3300, -1.8427], [-2.3807, 1.0837, -3.5575], [1.9980, 1.1477, -0.7875], [0.2320, -2.4151, -4.5795], [-2.5396, 3.8206, -1.5362], [2.8339, 1.8727, -1.1418], [4.2549, -3.5601, -1.5676], [-0.8746, 1.4855, 3.2635], [-1.4658, -2.2679, 2.8440], [4.5784, -0.2662, 4.2329], [-0.9010, 0.7181, -3.4435], [3.8699, 2.0487, 1.2650], [-0.4134, 0.1411, -4.7729], [-4.6672, 3.0208, 1.7165], [-0.8214, -3.2557, -1.4417], [4.2344, -2.3252, -2.2157], [5.0502, 1.6803, 2.5447], [0.0483, -3.1311, -0.7814], [3.5654, 2.5495, 2.9550], [-1.1538, -2.7800, 3.7523], [-2.0189, -2.2668, -4.4791], [-3.2306, 4.6174, -0.1140], [-0.9523, 1.9134, -0.0975], [1.5115, 0.4393, 2.1337], [-0.7902, -2.2865, -2.6356], [-4.5032, 1.3003, -1.7349], [2.3867, -2.8088, -0.2445], [1.1880, 2.0311, 4.5089], [-4.6048, 1.5424, -0.6728], [-3.4152, 3.8190, -0.8627], [-2.1236, -2.4502, -3.3981], [-3.7141, 1.4668, 1.7517], [0.3841, 3.9646, 2.9759], [-3.7160, 2.5226, 1.3836], [3.9759, 1.7550, 2.3186]], "atomic_forces_ev_per_a": [[-0.127, -0.036, 0.034], [0.035, -0.397, -0.195], [0.244, -0.147, 0.266], [-0.155, -0.307, -0.145], [0.424, -0.349, -0.219], [-0.093, 0.386, -0.242], [0.071, -0.100, 0.088], [-0.362, -0.637, 0.061], [-1.189, 0.853, 0.548], [0.075, 0.167, -0.016], [0.835, -0.166, 0.005], [-0.438, 0.012, -0.081], [-0.031, 0.108, -0.663], [0.786, -0.050, 0.188], [0.602, 0.301, -0.490], [-0.038, -0.051, -0.233], [0.015, 0.136, -0.107], [1.934, -0.226, -1.527], [-0.134, 0.007, -0.068], [0.021, -0.118, 0.303], [0.627, 1.594, -0.979], [-0.531, -0.157, 0.458], [-0.102, 0.005, -0.073], [0.183, 0.239, -0.319], [0.045, 0.140, -0.255], [0.024, -0.099, 0.253], [-0.684, -0.147, 0.252], [-2.003, 1.158, 0.805], [0.079, -0.375, -0.202], [0.184, 0.014, 0.282], [0.147, 0.218, 0.061], [0.330, 0.563, -0.390], [0.062, 0.344, -0.166], [0.046, 0.178, 0.005], [-0.400, -0.118, -0.235], [0.017, 0.244, -1.637], [-0.180, 0.373, -0.059], [0.181, 0.141, 0.041], [0.090, 0.235, -0.140], [-0.016, 0.016, -0.013], [0.022, -0.081, 0.395], [0.340, -0.260, 0.755], [0.050, -0.157, -0.552], [-0.372, -1.760, 1.544], [0.088, -0.072, -0.078], [0.085, 0.135, 0.147], [-0.218, -0.036, 1.687], [0.504, 0.106, -0.392], [-0.995, 0.043, -0.122], [0.244, -0.111, -0.224], [0.179, 0.131, 0.256], [-0.314, -0.191, 0.003], [0.093, -0.200, -0.125], [0.218, 0.143, -0.026], [0.202, -0.361, 0.236], [0.145, 0.433, -0.245], [-1.333, -0.228, -0.444], [0.146, 0.064, 0.168], [-1.758, -0.336, 0.366], [0.045, -0.537, 0.327], [4.469, 0.638, 1.580], [0.070, -0.113, -0.140], [-0.095, 0.214, 0.065], [-0.231, -0.034, -0.053], [3.633, 2.791, -2.005], [0.162, -0.113, 0.404], [-0.389, 0.131, 0.215], [-2.687, -2.079, 1.145], [0.690, -1.000, 0.035], [-0.126, -0.180, -0.199], [1.190, 1.022, -0.291], [-0.298, 0.014, -0.055], [0.243, 0.210, 0.252], [0.064, -0.057, 0.271], [0.071, -0.032, -0.181], [0.791, -0.479, -0.770], [0.033, 0.059, 0.272], [-0.978, 1.300, 0.100], [-0.254, 0.052, -0.119], [-0.291, -0.141, -0.290], [0.134, -0.213, -0.224], [-0.326, 0.261, -0.097], [-0.078, -0.109, 0.457], [-0.286, -0.396, -0.516], [-4.155, -0.131, -0.780], [-0.075, -0.272, 1.140], [0.478, 0.062, -0.411], [-0.026, 0.139, 0.146], [0.549, -2.169, 1.054], [-0.040, 0.055, 0.175], [-0.782, -0.466, -0.231], [0.464, 0.274, -0.188], [-0.288, -0.399, -0.287], [-0.122, 0.833, 0.006], [0.150, -0.230, -0.249], [0.271, -0.214, 0.782], [0.122, 0.096, 0.116]], "spin_multiplicity": 3, "gap_ev": [3.434, 5.188], "total_charge": 1}

{"formula": "C16H20FeNOS", "method": "wB97M-V/def2-TZVPD", "elements": ["H", "H", "H", "H", "H", "H", "H", "H", "H", "C", "H", "Fe", "C", "C", "C", "H", "H", "H", "C", "H", "H", "C", "C", "H", "C", "H", "H", "O", "H", "S", "C", "C", "C", "C", "H", "C", "C", "C", "N", "C"], "xyz": [[-1.9336, 2.2366, 3.4369], [0.5134, 0.9061, -4.0131], [1.2799, 2.1131, -0.2440], [-0.2077, -3.3082, -1.1366], [-2.1659, 0.2125, -2.6083], [-2.2232, -1.5181, -2.6820], [1.5417, 2.5663, 2.4418], [1.6046, 0.3485, -2.8064], [1.4748, -2.6114, -1.0078], [0.5570, 0.5134, -3.0303], [-2.7233, -0.3046, 2.7448], [-0.2080, 0.6945, 1.7449], [2.0684, 0.0714, 0.2330], [0.4348, -2.4075, -1.4398], [-0.1279, -0.8017, 4.2525], [-2.2236, -0.6429, 0.1243], [2.9693, -1.4881, 1.5548], [2.2688, -0.3209, -0.7538], [2.4824, -0.5217, 1.4613], [-1.9867, -0.5834, -4.1164], [-0.1944, -2.8253, -3.4545], [2.2098, 0.3890, 2.5180], [-1.2623, 2.3775, 1.2889], [-1.1696, 1.6350, -0.8429], [-2.2253, 0.4204, 2.1123], [1.4204, -2.0599, -3.3248], [2.4791, 0.2560, 3.5627], [-0.0773, -1.2585, -0.6340], [-0.9107, 3.4057, 1.2094], [-0.1464, -1.4882, 5.7456], [-1.8034, 1.7570, 2.4677], [-1.7289, -0.6401, -3.0882], [-1.9581, 0.2292, 0.7112], [1.5016, 1.3619, 0.5096], [0.2220, 1.3014, -2.3642], [-1.3793, 1.4406, 0.2046], [-0.2936, -0.6266, -3.0923], [1.6308, 1.6001, 1.9503], [-0.1175, -0.3278, 3.2556], [0.4078, -2.1014, -2.8911]], "atomic_forces_ev_per_a": [[0.288, -0.301, -0.215], [0.336, 1.286, -1.531], [-0.144, -0.206, 0.229], [0.756, 0.583, -0.695], [-0.292, 0.703, 0.460], [0.353, -0.239, 0.216], [-0.140, -0.277, -0.002], [0.064, -0.425, 0.146], [-0.713, -0.137, -0.852], [0.425, 1.216, 0.323], [0.378, 0.135, 0.026], [3.877, -0.549, -1.842], [0.361, 0.966, 1.028], [-0.924, 1.448, 4.951], [-0.155, -3.301, 6.748], [0.575, 0.130, 0.202], [-0.308, 0.065, 0.066], [-0.409, -0.170, 0.164], [-0.114, 1.146, -0.213], [-1.103, 0.105, -1.540], [0.133, -0.042, -0.104], [0.973, 1.210, -1.282], [-1.667, 0.541, -0.505], [0.284, -0.196, 0.426], [-2.232, 1.063, -1.396], [-0.221, -0.049, -0.031], [-0.331, -0.063, -0.197], [0.487, -2.386, -2.140], [0.085, -0.402, 0.079], [0.001, -0.277, 0.660], [-1.464, 0.167, -0.197], [-0.729, 0.238, 0.145], [-1.916, 1.072, 0.313], [1.924, -0.574, 0.523], [-0.195, 0.174, 0.336], [-1.691, 0.212, -0.237], [2.226, -5.315, 1.506], [1.949, -0.759, -0.481], [0.195, 0.674, -3.477], [-0.924, 2.532, -1.610]], "spin_multiplicity": 6, "gap_ev": [4.711, 5.123], "total_charge": -2, "relative_energy_kcal_mol": 75.0}